Record 1
The following is a quantum chemistry calculation of one molecule with the formula C2H5N5 in a non-equilibrium geometry, from the OMol25 dataset.

```
12
Properties=species:S:1:pos:R:3:forces:R:3:nbo_charge:R:1
H -0.4772 -2.1883 -0.7909 -1.21 0.87 0.34 0.252
C 0.0226 -1.2480 -0.5896 3.12 2.40 0.51 0.122
H -1.1477 2.2011 0.2583 -2.62 0.36 0.79 0.215
N 1.1080 0.5269 0.3346 -0.82 -1.36 -0.98 -0.051
C -2.0737 1.4947 0.3348 5.93 -1.46 -4.24 -0.442
N 1.2812 -1.2272 -1.0154 -0.52 0.34 1.41 -0.291
H -2.0991 1.2528 -0.8505 -1.02 0.47 2.74 0.207
N -1.3193 0.2799 0.8709 -0.01 -0.44 2.33 -0.463
N 1.9075 -0.1839 -0.3797 0.17 0.36 -0.61 -0.076
N -0.0915 -0.0767 0.2060 -2.91 -1.75 0.26 -0.078
H -2.9959 1.6434 0.8474 -0.26 0.44 0.25 0.233
H -1.1743 0.3778 1.9490 0.17 -0.24 -2.81 0.373
```
Forces are in eV/Å.

Summary:
Frontier orbital gap ... 10.63 eV
Maximum force ... 7.43 eV Å⁻¹
Total charge ... 0
ΔE to the lowest compared entry with this formula, charge and spin ... 104.61 kcal/mol
E_LUMO ... 0.78 eV
E_HOMO ... -0.3619 Ha



Record 2
The following is a quantum chemistry calculation of one molecule with the formula C2H5N5O in a non-equilibrium geometry, from the OMol25 dataset.

```
13
Properties=species:S:1:pos:R:3:forces:R:3:nbo_charge:R:1
H 0.3007 -2.6876 1.9383 -0.07 0.01 -0.07 0.351
H 0.0020 2.3442 -0.2629 0.10 0.32 -0.10 0.351
N -0.5738 0.4661 -0.4810 0.55 -0.07 -0.96 -0.153
O 1.5408 0.6124 -1.3502 0.23 0.33 -0.78 -0.645
H -0.9016 1.9979 -1.6413 0.15 0.20 0.37 0.369
N 1.0512 -0.9875 0.2540 -1.61 1.15 -0.24 -0.576
N -0.4736 -2.0380 1.8248 0.25 0.36 -0.18 -0.712
C -0.1519 -1.1282 1.0027 -0.62 -0.64 0.66 0.513
N -1.1145 -0.0707 0.6865 1.22 -1.53 0.65 -0.451
H 2.4026 0.1797 -1.3128 0.06 -0.07 0.09 0.514
N -0.7745 1.8253 -0.6471 -0.44 0.36 -0.48 -0.631
C 0.7205 -0.0188 -0.5481 0.04 -0.61 1.11 0.676
H -2.0279 -0.4948 0.5371 0.16 0.19 -0.07 0.391
```
Forces are in eV/Å.

Summary:
Frontier orbital gap ... 9.15 eV
Maximum force ... 2.06 eV Å⁻¹
Total charge ... 0
ΔE to the lowest compared entry with this formula, charge and spin ... 23.93 kcal/mol
E_LUMO ... 0.43 eV
E_HOMO ... -0.3205 Ha



Record 3
The following is a quantum chemistry calculation of one molecule with the formula C2H5N5O in a non-equilibrium geometry, from the OMol25 dataset.

```
13
Properties=species:S:1:pos:R:3:forces:R:3:nbo_charge:R:1
H -0.1928 2.4102 0.2355 0.18 0.36 0.36 0.480
H 2.6660 0.3756 -0.5072 -0.19 -0.13 0.26 0.374
N 1.9715 0.2650 0.2257 0.36 0.09 0.05 -0.648
H -2.8674 0.8774 0.1607 0.15 0.47 0.10 0.353
N 0.7616 -0.1224 -0.3225 -0.76 -0.59 -0.27 -0.153
C 0.3193 -1.4460 -0.2465 1.20 -0.43 -0.69 0.260
H 2.2679 -0.3685 0.9567 0.21 0.07 0.03 0.355
N -2.6556 -0.1005 0.0709 -1.41 -0.26 0.00 -0.650
N -0.9290 -1.6334 -0.1088 0.66 -0.82 0.36 -0.444
C -1.4456 -0.3719 0.0758 -0.01 1.31 -0.38 0.478
N -0.3592 0.5559 0.2057 0.01 0.47 0.61 -0.064
O -0.5958 1.8038 -0.3815 -0.15 -0.85 -0.46 -0.539
H 1.0591 -2.2453 -0.3646 -0.24 0.31 0.03 0.197
```
Forces are in eV/Å.

Summary:
Frontier orbital gap ... 9.28 eV
Maximum force ... 1.45 eV Å⁻¹
Total charge ... 0
ΔE to the lowest compared entry with this formula, charge and spin ... 71.21 kcal/mol
E_LUMO ... 0.39 eV
E_HOMO ... -0.3264 Ha



Record 4
The following is a quantum chemistry calculation of one molecule with the formula C2H5N5O in a non-equilibrium geometry, from the OMol25 dataset.

```
13
Properties=species:S:1:pos:R:3:forces:R:3:nbo_charge:R:1
N -1.0995 -0.7901 1.0453 -0.84 0.65 -0.77 -0.675
H -1.9173 0.4216 -1.1791 1.03 0.93 -0.91 0.377
C 1.2083 -0.3774 0.9922 0.16 1.26 -1.60 0.709
N -0.0667 0.1679 -0.8272 1.78 -0.43 0.48 -0.107
H -1.7612 -0.2934 1.6433 0.73 -0.51 0.11 0.373
O 1.3634 -0.9354 2.0273 0.52 -0.69 1.25 -0.586
H -1.0344 1.8577 -1.0918 -0.18 -0.82 -0.49 0.351
C 1.2580 0.2074 -1.0591 2.28 -0.17 1.09 0.275
N 2.1047 -0.0670 -0.0439 -2.59 -0.03 -1.36 -0.521
N -1.0352 0.9031 -1.5204 -0.98 -0.18 1.73 -0.604
H -0.6285 -1.5902 1.4278 -0.42 -0.37 0.76 0.385
H 1.7013 0.4449 -1.9979 -0.30 0.31 -0.76 0.212
N -0.0929 0.0510 0.5836 -1.20 0.05 0.46 -0.188
```
Forces are in eV/Å.

Summary:
Frontier orbital gap ... 9.84 eV
Maximum force ... 2.92 eV Å⁻¹
Total charge ... 0
ΔE to the lowest compared entry with this formula, charge and spin ... 45.08 kcal/mol
E_LUMO ... 0.39 eV
E_HOMO ... -0.3476 Ha



Record 5
The following is a quantum chemistry calculation of one molecule with the formula C2H5N5O in a non-equilibrium geometry, from the OMol25 dataset.

```
13
Properties=species:S:1:pos:R:3:forces:R:3:nbo_charge:R:1
N 2.0984 0.4305 -0.1452 1.43 4.40 1.24 -0.243
H -0.9321 1.6512 -0.1807 2.75 -2.40 1.10 0.468
N -0.0553 0.9982 0.0593 -0.39 4.81 -1.01 -0.614
H -2.6128 -0.5977 1.0719 1.73 1.10 -2.09 0.358
N -1.1318 -1.0665 -0.3475 0.88 1.37 0.61 -0.408
H -3.1667 -0.2342 -0.4019 3.27 -0.04 0.70 0.355
C -0.0619 -0.3026 -0.2346 -0.27 -1.72 0.48 0.490
H 1.9391 -2.3081 -0.3559 0.47 -1.86 -1.42 0.475
O 1.8258 -1.7207 0.3507 -0.39 0.75 1.12 -0.502
N -2.1871 -0.1327 0.1522 -4.68 -2.11 0.75 -0.745
C 1.3071 1.4428 0.0356 -0.72 -1.20 -0.03 0.154
N 1.3601 -0.6035 -0.2978 -4.04 -3.04 -1.11 0.001
H 1.6172 2.4432 0.2938 -0.05 -0.06 -0.35 0.214
```
Forces are in eV/Å.

Summary:
Frontier orbital gap ... 8.95 eV
Maximum force ... 5.19 eV Å⁻¹
Total charge ... 0
ΔE to the lowest compared entry with this formula, charge and spin ... 100.15 kcal/mol
E_LUMO ... 0.89 eV
E_HOMO ... -0.2960 Ha



Record 6
The following is a quantum chemistry calculation of one molecule with the formula C2H5N5O in a non-equilibrium geometry, from the OMol25 dataset.

```
13
Properties=species:S:1:pos:R:3:forces:R:3:nbo_charge:R:1
N 0.9623 0.2856 -0.0700 -2.76 -4.79 0.86 -0.467
N -0.6319 0.8167 1.5463 -3.10 -0.60 -0.84 -0.309
C -0.3754 0.1689 0.3733 0.71 -0.44 -0.75 0.477
H 1.3369 1.1467 -0.0668 2.09 3.35 -0.13 0.393
H 1.1816 -1.7936 -0.6881 1.09 4.13 -0.64 0.350
H -1.6175 0.5289 1.8895 2.19 0.67 -0.22 0.377
N -0.9944 -0.4514 -1.6517 -2.92 -0.26 2.35 -0.266
C 0.1963 -0.5084 -1.9306 3.90 -0.34 -5.22 0.179
H 0.5362 -0.1803 2.7484 -0.29 1.76 -0.94 0.448
N -1.3378 -0.4663 -0.2194 1.56 0.48 -1.56 -0.391
N 1.4024 -0.6636 -1.0828 -3.77 -2.22 1.23 -0.440
O 0.4256 0.7573 2.3603 1.54 -1.33 3.60 -0.534
H 0.4283 -0.3690 -3.0780 -0.24 -0.43 2.26 0.184
```
Forces are in eV/Å.

Summary:
Frontier orbital gap ... 9.78 eV
Maximum force ... 6.52 eV Å⁻¹
Total charge ... 0
ΔE to the lowest compared entry with this formula, charge and spin ... 121.33 kcal/mol
E_LUMO ... 0.54 eV
E_HOMO ... -0.3395 Ha



Record 7
The following is a quantum chemistry calculation of a 2-piece molecular cluster, C2H5N7 overall in a non-equilibrium geometry, from the OMol25 dataset.

```
14
Properties=species:S:1:pos:R:3:forces:R:3:nbo_charge:R:1
N -0.6176 1.8211 0.5618 -0.85 2.43 2.35 0.224
N 3.4166 -0.2803 -0.2786 -3.44 -2.00 -0.12 -0.696
H -1.5319 -0.4542 2.1307 -0.34 -0.62 -0.19 0.492
C 2.2535 0.2084 -0.1961 -0.45 0.47 0.79 0.724
H -2.2927 -0.2853 -1.9445 -0.03 0.91 0.18 0.497
N 0.0003 0.9350 0.0041 0.95 -2.58 -2.99 -0.235
H 3.4371 -1.2495 -0.0463 1.32 -0.84 0.11 0.473
N -1.3946 2.4952 0.9928 0.36 0.06 -0.24 0.201
N 1.2923 0.7005 0.2319 -1.20 1.06 0.66 -0.139
H -2.3922 -1.9468 -1.3405 0.47 2.62 0.07 0.495
N -2.1992 -0.8755 -1.1376 -0.58 -4.69 -0.40 -0.794
N -2.0101 -0.7331 1.2745 0.13 0.70 -0.15 -0.472
C -2.0313 -0.7261 0.1127 -0.35 0.43 0.57 0.768
H 4.0696 0.3906 -0.3646 4.00 2.05 -0.63 0.462
```
Forces are in eV/Å.

Summary:
Frontier orbital gap ... 10.54 eV
Maximum force ... 4.74 eV Å⁻¹
Total charge ... +2
ΔE to the lowest compared entry with this formula, charge and spin ... 36.08 kcal/mol
E_LUMO ... -8.16 eV
E_HOMO ... -0.6871 Ha



Record 8
The following is a quantum chemistry calculation of a 2-piece molecular cluster, C2H5N7O2 overall in a non-equilibrium geometry, from the OMol25 dataset.

```
16
Properties=species:S:1:pos:R:3:forces:R:3:nbo_charge:R:1
N 1.0528 -0.7450 0.2881 1.80 0.03 0.82 0.598
O 2.3149 -0.8878 0.0901 -2.24 -0.29 -0.10 -0.442
C 2.6080 1.0518 -0.6374 0.06 0.73 -0.44 0.686
H -0.4451 0.7857 0.2389 2.71 -0.90 -0.46 0.470
C -2.2727 0.1280 -0.3929 -0.96 -0.62 0.62 0.583
H -2.9153 -1.1320 2.2986 0.67 -0.87 -1.04 0.381
O 0.2906 -1.6159 0.6602 -0.34 -0.78 -0.13 -0.456
H -1.7216 -1.9996 1.2364 -1.94 0.95 1.03 0.401
H 4.4704 0.9101 -1.3603 1.62 -0.54 0.29 0.411
N 0.6205 0.4903 0.2446 -1.18 1.05 -0.14 -0.213
N -2.7254 -0.5118 0.5014 -0.32 2.05 -1.20 -0.287
H -1.9169 1.3240 -1.9833 -0.24 -0.41 -0.17 0.412
N -2.6820 -1.5215 1.3586 1.61 -1.94 0.89 -0.627
N 3.5704 1.2663 -1.3184 -0.91 0.13 -0.54 -0.683
N 1.5041 1.4138 -0.1906 -0.82 0.75 0.63 -0.410
N -1.7527 1.0437 -1.0340 0.48 0.64 -0.06 -0.824
```
Forces are in eV/Å.

Summary:
Frontier orbital gap ... 9.19 eV
Maximum force ... 2.89 eV Å⁻¹
Total charge ... 0
ΔE to the lowest compared entry with this formula, charge and spin ... 31.30 kcal/mol
E_LUMO ... 0.36 eV
E_HOMO ... -0.3245 Ha



Record 9
The following is a quantum chemistry calculation of one molecule with the formula C2H5NO in a non-equilibrium geometry, from the OMol25 dataset.

```
9
Properties=species:S:1:pos:R:3:forces:R:3:nbo_charge:R:1
H 0.2154 -0.1262 1.6286 0.29 0.63 -0.55 0.232
H 0.6209 -0.4072 -1.3402 -0.35 -0.30 -0.08 0.393
O -1.7293 0.9300 0.2874 0.05 -0.34 -0.04 -0.610
H 1.2351 0.8209 0.3454 2.42 0.31 2.82 0.258
H 1.4570 -1.0960 0.8314 0.35 1.25 -0.30 0.212
H -1.6686 -0.1580 -1.4393 -0.25 0.51 -0.42 0.105
N 0.1270 -0.1117 -0.5162 -1.18 -1.90 0.36 -0.632
C 0.9069 -0.1304 0.7710 -1.32 0.11 -1.81 -0.473
C -1.1644 0.2786 -0.5680 -0.02 -0.28 0.02 0.515
```
Forces are in eV/Å.

Summary:
Frontier orbital gap ... 10.38 eV
Maximum force ... 3.73 eV Å⁻¹
Total charge ... 0
ΔE to the lowest compared entry with this formula, charge and spin ... 42.80 kcal/mol
E_LUMO ... 0.87 eV
E_HOMO ... -0.3494 Ha



Record 10
The following is a quantum chemistry calculation of a 2-piece molecular cluster, C2H5NO overall, from the OMol25 dataset.

```
9
Properties=species:S:1:pos:R:3:forces:R:3:nbo_charge:R:1
H 2.5296 -1.6173 -0.2167 -0.06 -0.02 0.01 -0.006
N 0.0444 0.4436 0.0562 0.25 0.62 0.09 -0.556
H 1.8537 -1.3231 -0.1135 0.11 -0.01 -0.01 0.003
C -1.1931 -0.2806 -0.0602 -0.22 -0.08 -0.01 -0.406
C 0.4126 1.5759 0.2251 0.09 0.11 0.02 0.865
H -1.7983 -0.1649 0.8442 0.08 -0.03 -0.13 0.205
O 0.8924 2.6382 0.3851 -0.31 -0.68 -0.10 -0.523
H -0.9724 -1.3411 -0.1976 -0.02 0.16 0.02 0.212
H -1.7689 0.0694 -0.9227 0.08 -0.06 0.12 0.206
```
Forces are in eV/Å.

Summary:
Frontier orbital gap ... 11.18 eV
Maximum force ... 0.75 eV Å⁻¹
Total charge ... 0
ΔE to the lowest compared entry with this formula, charge and spin ... 37.76 kcal/mol
E_LUMO ... 0.73 eV
E_HOMO ... -0.3841 Ha



| no. | electronic energy (Ha) |
| --- | --- |
| 1 | -352.84808 |
| 2 | -428.18499 |
| 3 | -428.10965 |
| 4 | -428.15128 |
| 5 | -428.06352 |
| 6 | -428.02977 |
| 7 | -461.64622 |
| 8 | -612.70528 |
| 9 | -209.15413 |
| 10 | -209.16215 |